Formula: C14H21NPTc
Source: the Open Molecules 2025 dataset
Level of theory: the ωB97M-V functional and the def2-TZVPD basis

```
38
C14H21NPTc (the ωB97M-V functional and the def2-TZVPD basis)
C 1.13744 -2.76661 -1.05518
Tc -0.53740 -1.58436 -1.58502
N -2.00517 -1.38274 -3.17947
H 0.13825 -2.04790 -2.99617
H -2.94684 -1.73483 -2.95620
H 0.83173 -1.15457 -2.48007
H 1.23976 -3.58159 -1.78835
H 0.90018 -3.22797 -0.09371
H 2.13556 -2.33553 -0.92599
H -2.13656 -0.40472 -3.45995
H -1.72707 -1.87559 -4.03619
C 2.04878 0.74305 -0.88592
P 0.42760 0.06142 -0.49405
C 0.61304 -0.52300 1.24623
C -0.48143 -1.18271 1.82814
C -0.33212 -1.83288 3.05438
C 0.89207 -1.81137 3.71964
C 1.97201 -1.12698 3.15867
C 1.84492 -0.48889 1.92375
C -0.52939 1.60521 -0.28174
C -0.19805 2.45356 0.77900
C -0.91790 3.63997 0.94382
C -1.97342 3.94952 0.08029
C -2.32426 3.07766 -0.95524
C -1.59896 1.89096 -1.13486
H 2.74625 -0.08463 -1.01660
H 2.40210 1.42543 -0.09953
H 1.92458 1.29765 -1.82091
H -1.44934 -1.20726 1.31404
H -1.18072 -2.34612 3.50738
H 0.99632 -2.30945 4.68495
H 2.91961 -1.08300 3.69274
H 2.70711 0.01697 1.49209
H 0.60818 2.18633 1.47112
H -0.64660 4.34224 1.73544
H -2.51864 4.88678 0.18262
H -3.13110 3.33558 -1.63991
H -1.85052 1.18036 -1.92926
```

As for the charge: +1. The orbital gap (spin up / spin down) comes out at 6.65 / 7.72 eV. As for the HOMO energy (spin up / spin down): -10.408 / -12.068 eV. As for the spin multiplicity: 4. The relative energy (zero: lowest compared OMol25 entry of this formula, charge and spin) is 0.408 eV.

Mulliken population analysis, charges in e, atoms 1 to 6: atom 1 (C): -1.047, atom 2 (Tc): -0.317, atom 3 (N): -0.793, atom 4 (H): 0.166, atom 5 (H): 0.320, atom 6 (H): 0.140

=====

Formula: C8H15N2S2
Source: the Open Molecules 2025 dataset
Level of theory: the ωB97M-V functional and the def2-TZVPD basis

```
27
C8H15N2S2 (the ωB97M-V functional and the def2-TZVPD basis)
C 0.68372 -0.21539 -0.69578
C -1.40710 0.90173 -1.27845
C -0.25020 0.08404 0.47434
C 0.32096 0.97203 1.59495
C -0.84735 -1.17330 1.16397
C 2.52425 -0.99915 -1.85718
C 2.46603 -1.27686 0.64448
C -3.70267 2.09160 -0.53612
N -1.33343 0.75436 -0.03334
N 1.81359 -0.86164 -0.59222
S 0.01030 0.22628 -2.15683
S -2.59501 1.83129 -2.00823
H -0.54842 1.26849 2.18846
H 0.74083 1.88230 1.14903
H 1.02617 0.41127 2.19125
H -0.37613 -2.12206 1.00854
H -1.87818 -1.28614 0.87041
H -0.89836 -0.96554 2.20365
H 1.88053 -0.77227 -2.67917
H 2.80207 -1.96564 -1.91937
H 3.45083 -0.41746 -1.87759
H 3.40060 -1.83170 0.46050
H 1.82017 -2.01064 1.15726
H 2.61846 -0.47081 1.39179
H -4.60524 2.20238 -1.13813
H -3.41734 2.70549 0.30305
H -3.69905 1.03736 -0.02929
```

As for the charge: +1. The orbital gap comes out at 8.55 eV. As for the HOMO energy: -12.449 eV. As for the spin multiplicity: 1. The relative energy (zero: lowest compared OMol25 entry of this formula, charge and spin) is 0.000 eV.

Mulliken population analysis, charges in e, atoms 1 to 6: atom 1 (C): 0.722, atom 2 (C): 0.439, atom 3 (C): 1.097, atom 4 (C): -1.753, atom 5 (C): -1.533, atom 6 (C): -1.230

=====

Formula: C33H29N6NiO4
Source: the Open Molecules 2025 dataset
Level of theory: the ωB97M-V functional and the def2-TZVPD basis

```
73
C33H29N6NiO4 (the ωB97M-V functional and the def2-TZVPD basis)
Ni -0.95256 0.93810 -0.91127
C -1.42957 -4.46855 -1.27931
C -1.22126 -3.61531 -2.32625
C -1.59958 -2.26736 -2.20910
C -2.18058 -1.74810 -1.05723
C -2.35675 -2.65439 0.01486
C -1.99021 -3.93312 -0.11179
N -2.33031 -0.39851 -0.88400
C -3.50197 0.18497 -0.44028
C -4.69447 -0.48783 -0.03941
C -5.76511 0.24685 0.51539
C -5.69371 1.61760 0.72704
C -4.60258 2.30984 0.30580
C -3.52620 1.63521 -0.30679
N -2.32323 2.19340 -0.69010
N -2.10488 3.47371 -0.36435
C -0.76708 3.68893 -0.39485
C -0.27505 4.98712 0.05085
C 1.07410 5.21366 0.02694
C 1.94967 4.20684 -0.42893
C 1.40664 3.00630 -0.78059
N 0.11890 2.64447 -0.71502
H -1.31054 -5.52644 -1.29830
H -0.78183 -3.88441 -3.30663
H -1.46988 -1.60693 -3.01485
H -2.69053 -2.32996 0.96650
H -2.10679 -4.63092 0.69223
H -4.76534 -1.56485 -0.10560
H -6.56078 -0.33200 0.99234
H -6.54567 2.16523 1.08092
H -4.58573 3.39562 0.38924
H -0.98471 5.75683 0.37819
H 1.53529 6.09617 0.30527
H 2.98013 4.44109 -0.41944
H 2.03965 2.29342 -1.26254
O 2.45906 -1.07188 2.64244
C 1.46391 -0.80983 2.04075
O 0.98408 -1.53748 0.96187
C 0.75332 0.46718 2.24516
C -0.59525 0.63854 1.96762
C -1.27793 1.81794 2.13972
C -0.51706 2.85369 2.62505
C 0.86410 2.75926 2.91679
C 1.49551 1.56516 2.70247
N -1.11927 4.12083 3.05461
O -2.12906 4.05065 3.70534
O -0.51172 5.11101 2.68674
H -1.17494 -0.23852 1.69333
H -2.33657 1.98293 1.95327
H 1.34401 3.63497 3.38658
H 2.57920 1.35352 2.78414
C 4.49407 -0.52920 -2.55691
N 3.34602 -0.33299 -1.72721
C 2.01769 -0.49728 -2.34286
C 3.42332 -0.90635 -0.39770
C 2.92558 -2.33969 -0.18480
C 3.70856 -3.38196 -0.64534
C 3.29940 -4.68819 -0.47847
C 2.05786 -4.97385 0.07747
C 1.22166 -3.93894 0.56849
C 1.76761 -2.62525 0.53127
H 4.43255 -0.01757 -3.52596
H 4.55400 -1.64572 -2.89744
H 5.45552 -0.33200 -2.05500
H 1.88041 -0.01468 -3.32807
H 1.26487 -0.12174 -1.63275
H 1.80124 -1.53130 -2.62458
H 2.97976 -0.24892 0.29053
H 4.48445 -0.93013 -0.11316
H 4.68524 -3.15081 -1.05971
H 3.95224 -5.48999 -0.77893
H 1.67520 -5.97717 0.18284
H 0.30388 -4.07097 1.09343
```

As for the charge: -1. The orbital gap (spin up / spin down) comes out at 5.15 / 5.65 eV. As for the HOMO energy (spin up / spin down): -2.981 / -3.562 eV. As for the spin multiplicity: 3. The relative energy (zero: lowest compared OMol25 entry of this formula, charge and spin) is 0.508 eV.

Mulliken population analysis, charges in e, atoms 1 to 6: atom 1 (Ni): -0.453, atom 2 (C): -0.525, atom 3 (C): -0.686, atom 4 (C): -0.335, atom 5 (C): -0.284, atom 6 (C): 0.332

=====

Formula: C14H30O2
Source: the Open Molecules 2025 dataset
Level of theory: the ωB97M-V functional and the def2-TZVPD basis

```
46
C14H30O2 (the ωB97M-V functional and the def2-TZVPD basis)
C -4.30112 -0.38376 -1.27320
C -3.27924 0.43952 -0.48754
C -2.57109 1.42599 -1.41827
C -4.03458 1.26305 0.58064
O -4.74104 0.49035 1.51896
C -2.26375 -0.47434 0.22680
C -1.25062 -1.16547 -0.68451
C -0.39817 -2.19417 0.06214
C 0.43925 -1.62745 1.21267
C 1.36237 -0.46900 0.83190
C 2.43508 -0.88009 -0.17343
C 3.47403 0.20268 -0.51742
C 4.39498 -0.36564 -1.60462
C 2.79914 1.47089 -1.04194
C 4.35726 0.55544 0.69319
O 3.64446 1.29644 1.66156
H -3.81198 -1.04281 -1.98533
H -4.97011 0.27547 -1.82161
H -4.89945 -0.98418 -0.59185
H -2.15021 0.91025 -2.27671
H -3.27614 2.16992 -1.78318
H -1.77074 1.94413 -0.89410
H -4.79232 1.88243 0.09448
H -3.32427 1.93004 1.09272
H -4.11041 -0.05432 2.00215
H -2.81210 -1.25117 0.76769
H -1.71819 0.12880 0.95714
H -1.77637 -1.68680 -1.48695
H -0.59802 -0.42441 -1.14436
H 0.26422 -2.68031 -0.65718
H -1.05431 -2.96894 0.46875
H -0.22798 -1.29075 2.00898
H 1.04229 -2.44164 1.62371
H 1.84479 -0.09903 1.73586
H 0.77024 0.34860 0.42364
H 2.96498 -1.75339 0.21738
H 1.95328 -1.18066 -1.10622
H 4.89713 -1.26484 -1.25338
H 3.81762 -0.61924 -2.49017
H 5.15325 0.36066 -1.88920
H 2.26940 1.97225 -0.23827
H 3.54525 2.15663 -1.43791
H 2.09849 1.22643 -1.83681
H 5.21463 1.14514 0.33596
H 4.74662 -0.37317 1.13700
H 4.25169 1.54626 2.36444
```

As for the SMILES: CC(C)(CO)CCCCCCC(C)(C)CO. The orbital gap comes out at 10.63 eV. As for the HOMO energy: -9.949 eV. As for the spin multiplicity: 1. The relative energy (zero: lowest compared OMol25 entry of this formula, charge and spin) is 0.055 eV.

Mulliken population analysis, charges in e, atoms 1 to 6: atom 1 (C): -1.893, atom 2 (C): 2.477, atom 3 (C): -2.078, atom 4 (C): -1.236, atom 5 (O): -0.551, atom 6 (C): -1.317

=====

Formula: C30H52Al2Br2Cl3CsF5N4O10P3RbS2
Source: the Open Molecules 2025 dataset
Level of theory: the ωB97M-V functional and the def2-TZVPD basis

```
115
C30H52Al2Br2Cl3CsF5N4O10P3RbS2 (the ωB97M-V functional and the def2-TZVPD basis)
C -0.60402 2.12358 6.48763
C -1.30289 0.64125 6.45377
C -1.44050 0.00762 4.91161
C 0.08664 -0.49438 4.44504
N 0.45225 -0.02329 3.07693
C 0.73278 -1.08384 2.05480
C 1.24842 -0.11220 0.79091
C 0.23980 1.11351 0.41583
C -1.13122 0.70760 -0.38168
Cl -1.88460 2.31310 -1.00896
O -0.35093 -1.82172 1.39036
P -0.26829 -3.59765 1.38098
S -1.18672 -3.70336 3.32297
C -1.83405 -3.43527 0.31989
C -3.27838 -3.63670 1.01796
C -3.82443 -2.17911 1.63342
C -4.55248 -1.40352 0.34241
O -4.50831 0.06293 0.44637
P -0.56701 -5.80230 1.38551
N 0.19463 -6.54805 2.60159
C 0.75522 -3.75020 -0.27289
C 0.45392 -2.86592 -1.62449
C 1.41475 -3.09963 -2.95139
C 2.59656 -4.22785 -2.78003
N 2.89502 -5.07133 -1.57707
C 2.01673 -4.82257 -0.39262
O 1.32390 -3.58673 2.08757
C 1.89714 -2.21216 2.27825
Cl 3.45135 -2.14398 1.20164
N 2.55816 -2.38250 3.64049
C 3.55011 -3.32937 3.57007
S 4.69537 -4.58933 3.59955
H -0.47233 2.60532 5.41514
H 0.50659 1.98776 6.90255
H -1.12158 2.87462 7.25338
H -2.33322 0.72840 7.00493
H -0.62549 -0.06103 7.13983
H -1.83046 0.90214 4.25032
H -2.20008 -0.87647 5.01374
H 0.25688 -1.62792 4.67777
H 0.80760 0.08567 5.20267
H 1.15258 0.75026 3.08137
H 2.23667 0.40599 1.21830
H 1.45248 -0.70892 -0.19219
H 0.85034 1.81030 -0.34030
H -0.06727 1.82059 1.29524
H -1.89099 0.30613 0.42449
H -0.98875 0.00863 -1.30774
H -1.88573 -2.52597 3.62774
H -1.74434 -4.23902 -0.55422
H -1.83984 -2.31776 -0.10358
H -4.04582 -3.85442 0.12567
H -3.41604 -4.52975 1.75043
H -2.92560 -1.51906 1.99392
H -4.65898 -2.35281 2.43487
H -5.63357 -1.84983 0.17144
H -3.92264 -1.74566 -0.61168
H -4.53199 0.37087 1.39922
H -1.98611 -6.14488 1.55858
H -0.18362 -6.41530 0.12861
H 0.72722 -5.84476 3.15268
H -0.37850 -2.05039 -1.67459
H 1.27635 -2.49778 -3.96192
H 3.27959 -4.40551 -3.74346
H 2.21693 -5.50202 0.56905
Rb 3.76643 -0.24549 -0.66035
Al 2.26643 -6.58640 3.73965
Cl 6.16643 -6.09834 4.93070
F 9.78513 -2.89151 0.74932
Al 8.26648 -3.85713 0.68215
F 6.93892 -2.84228 0.01046
F 7.82613 -4.39980 2.34204
F 8.51550 -5.29512 -0.37313
C -3.13988 5.79796 -3.39205
O -1.75007 5.63322 -3.17845
H -3.31177 6.75458 -3.89090
H -3.51074 4.98780 -4.02473
H -3.66034 5.79179 -2.43126
H -1.62862 4.77657 -2.73480
Br -0.82413 8.98403 -7.60265
C -1.57760 10.22493 -6.30001
C -2.18054 9.48683 -5.12722
Br -3.91251 8.71942 -5.59157
H -2.29654 10.85171 -6.83471
H -0.73514 10.84205 -5.97527
H -2.38655 10.17525 -4.30287
H -1.55554 8.66705 -4.76231
C -8.26882 -2.76666 -1.67173
C -8.73884 -1.35775 -2.01508
O -8.70767 -0.55181 -0.83543
O -9.10109 -3.31811 -0.65383
H -8.30749 -3.41986 -2.54754
H -7.24625 -2.74877 -1.28303
H -9.77416 -1.37345 -2.36810
H -8.10667 -0.89793 -2.78009
H -7.77216 -0.40999 -0.60518
H -9.31255 -2.57865 -0.05040
O -0.13608 5.88635 2.41779
P 0.52599 5.42847 3.72774
O 1.35610 4.16099 3.46669
O -0.56112 5.12355 4.77159
O 1.44430 6.54289 4.25545
Cs 6.22584 -5.75096 -0.68391
F 4.67918 2.22069 -3.99760
C 5.89313 2.52127 -4.47779
C 6.63763 3.52860 -3.87391
C 7.90378 3.83841 -4.37036
C 8.40724 3.14404 -5.47316
C 7.65021 2.13805 -6.07551
C 6.38891 1.82096 -5.57190
H 6.22678 4.06282 -3.02347
H 8.49700 4.61896 -3.90049
H 9.39300 3.38905 -5.86281
H 8.04244 1.60180 -6.93626
H 5.79075 1.03582 -6.02234
```

As for the charge: -1. The orbital gap comes out at 5.17 eV. As for the HOMO energy: -5.847 eV. As for the spin multiplicity: 1.

Mulliken population analysis, charges in e, atoms 1 to 6: atom 1 (C): -0.645, atom 2 (C): -0.618, atom 3 (C): -0.309, atom 4 (C): -0.418, atom 5 (N): 0.093, atom 6 (C): -0.414

=====

Formula: C6H8
Source: the Open Molecules 2025 dataset
Level of theory: the ωB97M-V functional and the def2-TZVPD basis

```
14
C6H8 (the ωB97M-V functional and the def2-TZVPD basis)
C -0.71248 1.23204 0.00494
C 0.61734 1.30120 -0.04465
C 1.49411 0.06630 0.00368
C 0.72869 -1.24454 -0.03301
C -0.59230 -1.27113 -0.04545
C -1.47668 -0.05103 -0.01043
H -1.36441 2.12310 0.01173
H 1.13897 2.26169 -0.05080
H 2.25402 0.13021 -0.80825
H 2.09179 0.07173 0.95274
H 1.28242 -2.16103 0.00102
H -1.09240 -2.19727 0.04033
H -2.22152 -0.17399 0.83368
H -2.14756 -0.08727 -0.85552
```

As for the SMILES: C1=CCC=CC1. The orbital gap comes out at 9.98 eV. As for the HOMO energy: -8.815 eV. As for the spin multiplicity: 1. The relative energy (zero: lowest compared OMol25 entry of this formula, charge and spin) is 0.137 eV.

Mulliken population analysis, charges in e, atoms 1 to 6: atom 1 (C): -0.326, atom 2 (C): -0.397, atom 3 (C): -0.469, atom 4 (C): -0.429, atom 5 (C): -0.427, atom 6 (C): -0.489